Model P:
ORCA calculation (ωB97M-V/def2-TZVPD) on a cluster of 2 separate species, C2H8N3S in total.

Calculated values
Kohn-Sham gap (Eh): 0.3302
HOMO (eV): -13.431
LUMO energy (eV): -4.44

```
! wB97M-V def2-TZVPD RIJCOSX def2/J DEFGRID3
* xyz 1 1
C -1.45253 -1.19241 -0.39912
C 0.30379 2.47545 -0.25980
N 0.81880 0.09364 0.63827
N 1.26160 -1.06899 0.89113
N -0.82461 -2.20423 -0.13654
S 1.56700 1.48724 0.66210
H -2.41163 -1.08467 -0.99291
H -1.10762 -0.28158 0.07032
H 1.01635 3.25698 -0.63030
H -0.45995 2.81889 0.44656
H 2.25612 -1.17415 0.99392
H 0.08776 -1.99342 0.40372
H -0.79779 -3.13076 -0.59671
H -0.25729 1.99802 -1.09064
*
```

Mulliken atomic charge list, values in e, 2 entries: -0.07 -0.78


Model Q:
ORCA calculation (ωB97M-V/def2-TZVPD) on a cluster of 2 separate species, C2H8N3S in total.

Calculated values
Kohn-Sham gap (Eh): 0.2966
HOMO (eV): -11.994
LUMO energy (eV): -3.92

```
! wB97M-V def2-TZVPD RIJCOSX def2/J DEFGRID3
* xyz 1 1
C 4.13989 0.28957 0.66557
C -2.32698 -0.27518 -0.18568
N -0.99847 0.03128 -0.37286
N -2.86776 -1.44753 -0.59869
N -0.55701 1.31375 0.09733
S 2.84094 -0.01256 -0.20297
H 4.11968 0.21174 1.80596
H 5.16766 0.54225 0.15163
H -2.92655 0.64178 0.29915
H -0.34338 -0.50044 -0.93668
H -2.15607 -2.12259 -1.06011
H -3.86456 -1.70049 -0.50581
H -0.58650 1.63638 1.11844
H 0.35912 1.39204 -0.27529
*
```

Mulliken atomic charge list, values in e, 2 entries: -0.25 0.23


Stability ranking, top entry: model Q; the second entry is 32.3 kJ/mol less favorable.


Model P:
ORCA calculation (ωB97M-V/def2-TZVPD) on an isolated molecule of CH3ClFNS.

Calculated values
Kohn-Sham gap (Eh): 0.3482
HOMO (eV): -9.836
LUMO energy (eV): -0.36

```
! wB97M-V def2-TZVPD RIJCOSX def2/J DEFGRID3
* xyz 0 1
C 0.69824 0.68245 0.15566
N -1.40611 -0.39305 -0.60577
F 0.07420 1.87600 0.18145
S -0.55882 -0.70261 0.61353
Cl 0.86735 -2.34232 0.18333
H 1.24708 0.64476 -0.77635
H 1.42680 0.78716 1.06840
H -2.34873 -0.55241 -0.82026
*
```

Mulliken atomic charge list, values in e, 2 entries: -0.20 -0.44


Model Q:
ORCA calculation (ωB97M-V/def2-TZVPD) on a cluster of 2 separate species, CH3ClFNS in total.

Calculated values
Kohn-Sham gap (alpha / beta) (Eh): 0.3002 / 0.2892
HOMO (alpha / beta) (eV): -9.563 / -9.621
LUMO energy (alpha / beta) (eV): -1.40 / -1.75

```
! wB97M-V def2-TZVPD RIJCOSX def2/J DEFGRID3
* xyz 0 1
C -0.08833 1.05663 0.25150
N 0.55943 -2.00508 -0.85393
F -0.08130 2.37695 -0.22948
S -1.04146 0.03754 -0.85073
Cl -2.90211 0.69471 -0.25682
H 1.01251 0.61564 0.32382
H -0.51918 1.20712 1.28805
H 0.05979 -2.68246 -1.42931
*
```

Mulliken atomic charge list, values in e, 2 entries: -0.18 -0.29


Stability ranking, top entry: model P; the second entry is 254.6 kJ/mol less favorable.


Model P:
ORCA calculation (ωB97M-V/def2-TZVPD) on a cluster of 10 separate species, FH18O9 in total.

Calculated values
Kohn-Sham gap (Eh): 0.3897
HOMO (eV): -7.378
LUMO energy (eV): 3.23

```
! wB97M-V def2-TZVPD RIJCOSX def2/J DEFGRID3
* xyz -1 1
F 0.20843 0.01477 0.14932
O -2.07847 -0.88952 1.21967
H -1.95089 -1.74390 1.65364
H -1.21933 -0.55879 0.91996
O -0.20104 2.62736 -1.61329
H 0.48229 2.20450 -1.12403
H -0.59941 1.88499 -2.14141
O 1.82634 1.95111 0.28983
H 1.33130 2.60702 0.74347
H 1.29199 1.11605 0.32118
O -1.56858 -1.99362 -1.99442
H -1.49943 -1.10037 -2.34415
H -0.84557 -2.26989 -1.46124
O 0.09183 -2.59144 -0.03330
H -0.39119 -2.98296 0.66788
H 0.20555 -1.61314 -0.08654
O 2.36852 -1.27111 1.24210
H 1.57390 -0.84398 0.91280
H 2.70936 -1.90234 0.59496
O -1.93782 2.01018 0.22525
H -1.14122 1.51146 -0.01129
H -2.16402 1.87616 1.17820
O 0.04553 0.66523 2.64229
H -0.58885 1.37346 2.70007
H 0.21807 0.53309 1.72475
O 1.62874 -0.33939 -2.08271
H 0.92847 -0.34994 -1.44616
H 1.27549 0.07501 -2.84685
*
```

Mulliken atomic charge list, values in e, 2 entries: -0.52 -0.63


Model Q:
ORCA calculation (ωB97M-V/def2-TZVPD) on a cluster of 10 separate species, FH18O9 in total.

Calculated values
Kohn-Sham gap (Eh): 0.3689
HOMO (eV): -6.887
LUMO energy (eV): 3.15

```
! wB97M-V def2-TZVPD RIJCOSX def2/J DEFGRID3
* xyz -1 1
F 9.86100 7.37100 7.70100
O 12.11700 8.83400 8.53200
H 11.32800 8.27300 8.54900
H 12.49400 8.78900 7.65000
O 11.87300 5.75200 8.33300
H 11.90600 5.06300 7.67100
H 11.18000 6.37500 8.06600
O 8.52000 7.02000 10.16100
H 8.85100 7.21400 9.27600
H 9.27300 7.38800 10.65200
O 8.65000 5.36800 6.88300
H 9.08500 6.18900 7.17400
H 8.32800 5.51400 5.97600
O 7.09300 8.12500 7.51800
H 8.04800 7.92500 7.40600
H 6.89200 8.61200 6.73700
O 9.35500 4.29600 9.29900
H 9.14700 4.95700 8.69800
H 9.91700 4.78900 9.94500
O 10.16700 9.18400 5.66300
H 9.99600 8.69100 6.44600
H 9.88500 10.10400 5.93300
O 10.58600 6.31500 4.94700
H 10.48100 6.69500 5.83700
H 11.48100 6.08400 4.89300
O 9.28900 9.94700 8.52500
H 8.40000 10.21800 8.21300
H 9.32000 9.03400 8.21900
*
```

Mulliken atomic charge list, values in e, 2 entries: -0.68 -0.65


Stability ranking, top entry: model Q; the second entry is 38.9 kJ/mol less favorable.


Model P:
ORCA calculation (ωB97M-V/def2-TZVPD) on a structure of composition C5H12O3.

Calculated values
Kohn-Sham gap (Eh): 0.3068
HOMO (eV): -7.709
LUMO energy (eV): 0.64

```
! wB97M-V def2-TZVPD RIJCOSX def2/J DEFGRID3
* xyz 0 1
C 0.80712 0.55459 -0.00256
C -0.23284 -1.27135 -1.15020
C 2.04419 0.81748 0.79978
C -0.73112 0.21562 1.27358
C -1.85153 -0.06358 -0.65185
O 0.84935 -0.69003 -0.57805
O 0.45686 1.56902 -0.87804
O -0.36888 -2.60271 -0.86476
H 1.24886 1.90922 -1.31818
H 0.02353 -2.79535 -0.00272
H -0.30345 -1.09103 -2.22159
H 1.89209 1.70874 1.41002
H 2.91604 0.98371 0.15296
H 2.26362 -0.02770 1.44970
H -0.04185 -0.41622 1.83206
H -0.76358 1.24062 1.63798
H -1.66896 -0.28598 1.50926
H -2.20561 0.88489 -0.24938
H -1.78690 0.23571 -1.69248
H -2.54693 -0.87563 -0.45553
*
```

Mulliken atomic charge list, values in e, 2 entries: 0.65 0.05


Model Q:
ORCA calculation (ωB97M-V/def2-TZVPD) on an isolated molecule of C5H12O3.

Calculated values
Structure (SMILES): C[C@H](O)C(C)(C)OO
Kohn-Sham gap (Eh): 0.3719
HOMO (eV): -9.316
LUMO energy (eV): 0.80

```
! wB97M-V def2-TZVPD RIJCOSX def2/J DEFGRID3
* xyz 0 1
C 0.47807 1.37523 1.44510
C -0.43855 0.91019 0.33795
O -1.73365 0.36070 1.00806
C -0.10139 -0.32600 -0.44788
C 0.19733 -1.60888 0.30965
C -1.01224 -0.58542 -1.64186
O 1.22675 0.28016 -1.15471
O 2.39855 -0.07674 -0.37594
H -0.10428 1.77961 2.27796
H 1.16230 2.14778 1.08796
H 1.09604 0.58435 1.87657
H -0.74035 1.74117 -0.30128
H -2.45931 0.44593 0.36931
H -0.70684 -2.20420 0.46168
H 0.65031 -1.43753 1.28815
H 0.92734 -2.19882 -0.25458
H -0.50710 -1.25222 -2.34777
H -1.23923 0.33774 -2.18338
H -1.95279 -1.05091 -1.33502
H 2.85901 0.77789 -0.42000
*
```

Mulliken atomic charge list, values in e, 2 entries: -1.39 0.15


Model R:
ORCA calculation (ωB97M-V/def2-TZVPD) on a cluster of 2 separate species, C5H12O3 in total.

Calculated values
Structure (SMILES): CC(O)(O)O.C=CC
Kohn-Sham gap (Eh): 0.3705
HOMO (eV): -9.477
LUMO energy (eV): 0.60

```
! wB97M-V def2-TZVPD RIJCOSX def2/J DEFGRID3
* xyz 0 1
C -1.49356 1.02781 -0.52920
C -0.46302 1.93522 0.07846
O 0.79564 1.86045 -0.37271
O -0.00071 1.24178 1.55396
O -0.94142 3.19368 0.25845
H -2.45189 1.16360 -0.03437
H -1.16497 -0.00455 -0.45494
H -1.59024 1.29594 -1.58166
H 1.12139 1.50911 0.61455
H -0.45563 1.65126 2.29900
H -0.18961 3.77955 0.42994
C -0.32908 -2.89394 0.00290
C 0.55997 -1.93823 0.23893
C 1.66104 -1.54185 -0.69278
H -0.30093 -3.48762 -0.90336
H -1.10408 -3.13977 0.71565
H 0.49497 -1.36161 1.15596
H 2.63165 -1.62865 -0.19802
H 1.54850 -0.49709 -0.99304
H 1.67198 -2.16507 -1.58772
*
```

Mulliken atomic charge list, values in e, 2 entries: -0.93 0.82


Model S:
ORCA calculation (ωB97M-V/def2-TZVPD) on a cluster of 2 separate species, C5H12O3 in total.

Calculated values
Structure (SMILES): O=CCCCCO.O
Kohn-Sham gap (Eh): 0.3791
HOMO (eV): -9.625
LUMO energy (eV): 0.69

```
! wB97M-V def2-TZVPD RIJCOSX def2/J DEFGRID3
* xyz 0 1
O 2.03594 -2.31951 -0.58207
C 1.11238 -2.55098 0.15247
C -0.21283 -1.81911 -0.12365
C 0.08222 -0.30072 0.01831
C -0.58519 0.27009 1.32103
C -1.85643 0.94293 0.94114
O -1.44063 2.11204 0.18674
H 1.07483 -3.26610 0.97470
H -0.38969 -2.34065 -1.11890
H -1.05285 -1.95959 0.55679
H 1.16102 -0.13090 -0.02876
H -0.35358 0.30941 -0.78978
H 0.12504 1.04086 1.63881
H -0.72017 -0.58295 2.02344
H -2.22959 0.12158 0.29466
H -2.66177 1.33264 1.64965
H -1.74769 2.13602 -0.72389
O 1.06538 2.44267 -1.44395
H 1.10683 3.34192 -1.10336
H 0.98047 2.53807 -2.39733
*
```

Mulliken atomic charge list, values in e, 2 entries: -0.47 -0.06


Stability ranking, top entry: model R; the second entry is 33.1 kJ/mol less favorable.


Model P:
ORCA calculation (ωB97M-V/def2-TZVPD) on a cluster of 2 separate species, C5H12O3 in total.

Calculated values
Structure (SMILES): CCCCC(=O)O.O
Kohn-Sham gap (Eh): 0.4107
HOMO (eV): -10.609
LUMO energy (eV): 0.57

```
! wB97M-V def2-TZVPD RIJCOSX def2/J DEFGRID3
* xyz 0 1
C -2.60158 0.67544 -0.48532
C -1.09381 1.07426 -0.28599
C -0.27082 -0.13250 -0.77410
C 0.03141 -1.06442 0.41865
C 1.50425 -1.40284 0.52581
O 2.40066 -0.70383 0.91688
O 1.59042 -2.67959 0.14408
H -3.09735 0.99310 -1.40726
H -3.27322 1.20047 0.21398
H -2.69146 -0.35063 -0.15228
H -0.78731 1.39143 0.72234
H -0.96191 1.91981 -0.95939
H 0.69172 0.30394 -1.12756
H -0.73590 -0.64327 -1.60366
H -0.42068 -0.60509 1.31676
H -0.74871 -1.81952 0.40769
H 2.49677 -2.98992 -0.02290
O 2.56037 1.93602 0.49077
H 2.87649 1.91276 1.39996
H 2.53067 0.98437 0.26153
*
```

Mulliken atomic charge list, values in e, 2 entries: -1.15 -0.53


Model Q:
ORCA calculation (ωB97M-V/def2-TZVPD) on a cluster of 2 separate species, C5H12O3 in total.

Calculated values
Structure (SMILES): CC(C)CC(=O)O.O
Kohn-Sham gap (Eh): 0.4046
HOMO (eV): -10.416
LUMO energy (eV): 0.59

```
! wB97M-V def2-TZVPD RIJCOSX def2/J DEFGRID3
* xyz 0 1
C -1.29498 0.21397 -1.03394
C 0.20620 0.63920 -0.71289
C 0.96900 0.56650 -2.10290
C 1.02073 -0.30649 0.29423
C 0.75970 0.09336 1.72501
O 0.01879 -0.44912 2.52115
O 1.57253 1.06064 2.17503
H -1.32976 -0.05719 -2.09590
H -1.50309 -0.78177 -0.62942
H -1.99523 0.99257 -0.51986
H 0.26184 1.59654 -0.38759
H 2.09968 0.32665 -2.03686
H 0.60035 -0.23759 -2.72308
H 1.04965 1.59405 -2.57973
H 2.20642 -0.09633 0.25156
H 0.65628 -1.21302 -0.08443
H 1.23279 1.48541 3.04004
O -2.34451 -1.80003 1.93624
H -1.57337 -1.28467 1.72013
H -2.61302 -2.34268 1.24323
*
```

Mulliken atomic charge list, values in e, 2 entries: -1.07 0.09


Stability ranking, top entry: model P; the second entry is 66.6 kJ/mol less favorable.


Model P:
ORCA calculation (ωB97M-V/def2-TZVPD) on a cluster of 9 separate species, H17O9 in total.

Calculated values
Kohn-Sham gap (Eh): 0.3462
HOMO (eV): -6.281
LUMO energy (eV): 3.14

```
! wB97M-V def2-TZVPD RIJCOSX def2/J DEFGRID3
* xyz -1 1
O 1.55821 0.31611 -0.17045
H 1.50222 -0.88905 1.12318
H 0.84348 1.08863 1.21424
O -3.09115 1.38065 0.75557
H -3.09641 0.39180 0.70021
O 2.56088 -1.94448 -0.45738
H 1.80196 -1.21011 -0.30599
H 0.92677 -0.45811 2.58759
O -1.02557 1.52402 -3.01204
H 0.37524 -0.77073 -0.96013
H -0.54000 0.74856 -2.84996
O 0.60488 1.30476 2.19423
H 0.10072 2.46050 -0.36864
H -1.13768 1.90418 -2.08374
O -0.48907 -1.23299 -1.42390
H 2.26445 -2.14143 -1.27309
H -0.38732 -2.11381 -1.03192
O 1.14966 -1.21996 1.98386
H 1.28914 1.65870 2.68480
H -2.20125 1.64478 0.92187
O -2.33213 -3.05324 0.80730
H -1.88405 -3.46607 -0.11088
H -1.65043 -2.75319 1.50791
O 0.86006 2.98165 -0.73812
H 1.65353 2.58059 -0.46885
H 1.77357 0.87252 -0.79917
*
```

Mulliken atomic charge list, values in e, 2 entries: -1.02 0.55


Model Q:
ORCA calculation (ωB97M-V/def2-TZVPD) on a cluster of 9 separate species, H17O9 in total.

Calculated values
Kohn-Sham gap (Eh): 0.3720
HOMO (eV): -6.768
LUMO energy (eV): 3.36

```
! wB97M-V def2-TZVPD RIJCOSX def2/J DEFGRID3
* xyz -1 1
O -0.38259 1.12308 0.40296
H 0.06540 0.24286 0.54582
H 0.25248 1.41804 -0.26668
O 0.28291 1.54664 3.05078
H 0.53981 0.66767 3.37350
O -1.63046 -0.31514 -3.26677
H -0.91306 -0.81420 -2.80808
H -2.12709 0.03557 -2.51826
O 0.92906 -1.23063 0.52742
H 1.79650 -0.91056 0.26418
H 0.40582 -1.53191 -0.40141
O 1.81614 3.34153 0.46958
H 1.23070 2.86738 -0.11859
H 1.86492 2.87063 1.30636
O 0.39827 -2.18977 3.00031
H 0.76539 -1.96579 2.11332
H -0.54692 -2.02415 2.93043
O -0.03192 -1.83502 -1.60840
H -0.12665 -2.63692 -2.12161
H -0.36062 1.25841 2.37500
O -2.40584 -0.97108 -0.29669
H -1.54827 -1.23619 -0.68605
H -2.26178 -0.08315 0.04426
O 1.11019 0.69895 -2.17512
H 0.92741 -0.25399 -2.02767
H 0.39484 0.95094 -2.77550
*
```

Mulliken atomic charge list, values in e, 2 entries: -0.62 0.53


Stability ranking, top entry: model Q; the second entry is 322.1 kJ/mol less favorable.